ORCA calculation (ωB97M-V/def2-TZVPD) on a molecular structure, C36H35Li4N7O3 in a non-equilibrium geometry.

net charge: +2
Kohn-Sham gap: 2.9898 eV
spin multiplicity: 1

Each line ends with the Mulliken charge.
Cartesian coordinates (Å):
1 H 13.809 22.120 4.189  0.3828
2 C 18.036 9.441 9.782  -0.4314
3 H 7.620 5.729 12.892  0.3744
4 C 9.764 7.798 11.329  -0.0801
5 H 22.477 18.871 8.950  0.3439
6 H 17.090 12.692 11.374  0.3764
7 C 12.864 22.169 7.402  -0.1333
8 C 19.093 18.646 8.317  -0.4188
9 C 18.785 11.554 10.584  -0.3920
10 C 14.555 22.134 15.169  -0.1095
11 H 15.164 5.740 18.157  0.3743
12 H 10.174 7.905 10.336  0.3274
13 C 15.419 22.926 15.960  -0.5306
14 C 20.879 19.044 10.282  -0.0698
15 H 18.393 18.569 7.498  0.3436
16 C 9.312 8.600 13.475  -0.1810
17 C 8.977 6.657 11.540  -0.3429
18 H 16.275 22.444 16.409  0.3679
19 H 14.986 7.088 16.240  0.3422
20 C 18.682 18.756 9.567  -0.2181
21 H 12.810 18.937 6.855  0.3536
22 O 12.412 14.830 13.935  -0.8149
23 H 13.505 23.700 6.088  0.3521
24 H 14.779 21.137 14.819  0.3874
25 N 9.985 8.774 12.231  -0.5403
26 N 19.546 19.016 10.651  -0.5568
27 C 19.016 16.604 17.942  -0.3860
28 C 17.161 16.416 19.974  -0.1092
29 N 12.693 20.850 7.741  -0.5351
30 H 17.709 15.322 16.912  0.3305
31 C 14.744 7.411 19.592  -0.4301
32 H 8.949 5.942 10.731  0.3577
33 C 18.292 17.163 20.230  -0.3911
34 N 16.369 10.990 10.588  -0.5268
35 H 14.806 6.874 20.527  0.3558
36 C 14.493 8.880 17.306  -0.0775
37 H 19.705 16.451 17.125  0.3446
38 C 14.945 6.781 18.343  -0.1680
39 Li 13.149 13.774 17.714  0.9367
40 H 20.135 10.149 9.789  0.3797
41 C 19.265 17.228 19.179  -0.2186
42 C 12.119 15.947 13.535  0.6674
43 C 14.412 8.792 19.622  -0.1430
44 H 13.441 25.713 16.001  0.3660
45 H 12.233 24.327 14.380  0.3466
46 C 8.521 7.497 13.763  -0.3723
47 H 17.651 18.897 9.857  0.4021
48 C 13.802 24.730 15.737  -0.3914
49 Li 12.542 12.741 11.281  0.9441
50 H 20.151 17.843 19.217  0.3711
51 C 16.747 9.797 10.077  -0.1277
52 Li 9.057 16.460 17.357  0.8011
53 H 15.907 9.137 9.915  0.3732
54 H 13.361 19.639 4.677  0.3239
55 H 18.184 8.476 9.321  0.3393
56 H 14.626 9.484 16.420  0.3477
57 C 13.090 23.887 14.867  -0.1200
58 C 19.094 10.312 10.024  -0.1808
59 H 19.589 12.259 10.736  0.3647
60 C 14.725 7.532 17.189  -0.4047
61 Li 11.258 19.613 11.964  0.9449
62 H 18.457 17.733 21.133  0.3619
63 C 13.153 20.436 5.376  -0.3898
64 H 16.511 16.293 20.828  0.3292
65 H 15.543 24.911 16.836  0.3493
66 C 12.823 20.000 6.664  -0.1257
67 N 14.322 9.567 18.475  -0.5490
68 O 12.469 16.309 12.402  -0.7655
69 C 8.319 6.541 12.763  -0.2312
70 O 11.369 16.649 14.149  -0.7629
71 C 13.258 22.654 6.188  -0.3558
72 H 21.562 19.009 11.118  0.3639
73 C 20.491 18.804 7.993  -0.1613
74 C 21.405 18.985 9.020  -0.3895
75 H 20.893 18.701 6.996  0.3605
76 C 13.444 21.748 5.135  -0.2036
77 C 17.894 15.850 17.836  -0.0569
78 C 14.980 24.220 16.225  -0.1167
79 N 13.408 22.602 14.555  -0.5420
80 C 17.401 11.812 10.829  -0.1656
81 H 14.220 9.321 20.544  0.3619
82 H 8.052 7.560 14.734  0.3433
83 H 9.444 9.420 14.165  0.3508
84 H 12.641 22.846 8.213  0.3373
85 N 16.923 15.799 18.814  -0.5642



ORCA calculation (ωB97M-V/def2-TZVPD) on 8 unconnected molecules or ions with the total composition C66H144N8O10 in a non-equilibrium geometry.

SMILES: CC1(C)CCCC(C)(C)N1O.CC1(C)CCCC(C)(C)N1O.CC1(C)CCCC(C)(C)N1O.CC1(C)CCCC(C)(C)N1O.CC1(C)CCCC(C)(C)N1O.CC1(C)CCCC(C)(C)N1O.COCCNCCOC.COCCNCCOC
net charge: 0
Kohn-Sham gap: 8.1053 eV
spin multiplicity: 1

Each line ends with the Mulliken charge.
Cartesian coordinates (Å):
1 C 9.570 -6.832 0.643  -1.4724
2 C 0.195 -3.558 -8.938  -0.5463
3 H 11.699 -4.328 -0.802  0.3798
4 C -0.187 7.347 2.614  -0.7279
5 H -3.972 -4.453 1.020  0.2475
6 H -7.101 -2.629 10.432  0.4348
7 C -0.893 6.485 3.677  -1.1969
8 H -1.812 -8.875 2.564  0.2785
9 C 6.785 6.540 -5.878  -1.9148
10 H -2.594 -0.897 -2.215  0.4806
11 C -9.760 6.813 -1.070  -2.2052
12 H 5.305 2.345 -7.245  0.4652
13 C -2.921 -1.995 6.496  -1.7917
14 C -9.591 3.212 2.223  -1.7678
15 H 0.408 8.405 7.101  0.3414
16 H 10.515 -5.123 -1.672  0.2989
17 H 0.102 -1.544 0.688  0.3652
18 H 1.773 10.317 5.781  0.3884
19 C 7.592 -5.243 0.396  -1.0930
20 C -9.315 4.524 -1.900  -1.2802
21 H 7.032 -6.167 0.251  0.4299
22 H -8.901 1.633 0.044  0.4095
23 H -4.980 -6.764 3.442  0.4275
24 H 4.014 4.202 -6.900  0.2895
25 H -3.464 -8.474 4.377  0.4153
26 C 5.908 4.253 -8.036  1.6196
27 O -3.592 -5.815 2.420  -0.2241
28 H -6.643 -4.975 7.554  0.3793
29 H 3.710 5.026 -8.365  0.3914
30 H -2.137 -1.886 -10.033  0.2353
31 C 1.542 -1.155 -2.101  -1.4129
32 H -5.495 -1.879 10.368  0.3172
33 H -3.470 7.412 5.002  0.5142
34 C -0.645 -6.974 -5.799  -0.5623
35 H -0.799 -1.558 -3.443  0.3694
36 H -1.039 1.894 -4.009  0.4172
37 H 10.278 -7.140 1.412  0.3936
38 H -6.812 -1.298 9.278  0.3113
39 C -5.827 -3.232 8.781  1.0472
40 H 2.617 -1.324 -2.034  0.3809
41 H 10.079 -6.700 -0.311  0.2784
42 N -1.783 -8.200 3.315  -0.2911
43 H -1.199 2.622 -2.433  0.3601
44 C -8.933 5.551 -0.816  2.0018
45 H 9.707 5.235 -7.134  0.4468
46 C -0.364 10.251 3.979  -1.7294
47 C -2.484 0.150 -2.497  -1.8366
48 O 10.838 -4.327 1.666  -0.5214
49 H -2.781 0.300 -3.535  0.3621
50 H -0.386 -6.682 3.823  0.3225
51 C 1.873 0.980 -0.756  -1.8351
52 C 10.767 -4.121 -1.327  -1.6710
53 H 7.311 6.899 -4.993  0.4642
54 O -1.279 -3.430 -8.894  -0.3514
55 C 10.136 -2.012 -0.161  -1.8083
56 H -2.980 -3.018 6.126  0.4035
57 H 0.139 -5.659 -9.602  0.3288
58 H -1.102 -6.490 2.227  0.2422
59 O -9.315 5.935 1.529  -0.4936
60 H -2.857 8.394 3.734  0.2929
61 H -5.512 -4.644 10.442  0.4128
62 H 1.693 -8.276 -0.059  0.3098
63 C 0.444 9.008 4.453  1.8071
64 H 5.258 4.416 -10.183  0.4226
65 H 1.471 -10.011 0.628  0.2750
66 H -0.486 -7.483 -7.901  0.2981
67 C 0.502 -7.951 2.303  -0.6368
68 H 0.657 -3.196 -9.857  0.4510
69 H -7.805 2.985 -1.836  0.3187
70 C 0.929 8.117 3.302  -1.4698
71 C -9.229 2.645 -0.193  -1.1382
72 H -0.952 8.026 2.238  0.2618
73 C 5.767 3.729 -9.507  -1.9597
74 H 11.031 -1.977 0.460  0.4205
75 H -7.172 6.766 -1.626  0.4158
76 N -9.368 5.005 0.468  0.2051
77 H 1.612 7.356 3.679  0.4924
78 H -10.403 4.478 -1.934  0.4187
79 H 6.924 2.375 -7.738  0.4043
80 H 8.546 3.502 -6.237  0.3695
81 H -1.689 5.989 3.121  0.4018
82 C 7.736 -4.664 -1.076  -0.7742
83 H -4.946 -5.913 0.813  0.3332
84 H 1.008 -2.090 -1.926  0.4611
85 H 1.272 -0.279 1.206  0.4030
86 H -10.672 3.174 2.086  0.4106
87 H 8.115 4.436 -4.746  0.4719
88 N -5.033 -2.583 7.760  0.5751
89 H 9.484 6.255 -5.765  0.4043
90 H -10.124 6.450 1.532  0.3398
91 H 10.675 -3.932 2.525  0.3483
92 H -10.814 6.671 -0.828  0.4981
93 H 5.778 3.857 -5.245  0.2794
94 C -4.982 -4.292 9.558  -0.9650
95 C -1.624 6.069 6.056  -1.8275
96 O -0.438 8.633 6.708  -0.4632
97 O -2.065 -6.850 -5.953  -0.2750
98 H 0.583 -9.301 -0.764  0.2478
99 O 0.012 -8.643 1.088  -0.2956
100 H -1.021 -1.325 -8.785  0.3336
101 H -3.730 -2.878 10.782  0.3520
102 H -6.705 3.567 0.299  0.2780
103 H -9.275 2.252 2.632  0.4055
104 H -4.283 -7.800 2.244  0.3143
105 C 9.743 -3.484 -0.377  1.3680
106 N 7.067 5.190 -7.942  0.3115
107 H -9.004 4.896 -2.876  0.4032
108 O -5.771 -1.832 6.861  -0.4798
109 H -3.156 -4.470 10.650  0.3940
110 H -10.311 2.523 -0.239  0.3938
111 H 1.660 8.616 2.665  0.4996
112 H 2.221 1.305 -1.736  0.3094
113 H 1.258 1.767 -0.319  0.4143
114 H -1.031 -5.109 -7.585  0.3011
115 H -2.762 -6.961 4.691  0.3847
116 H -4.719 -5.135 8.920  0.3608
117 H -3.874 -7.032 -5.074  0.2663
118 C 1.161 -0.670 -3.491  -0.5566
119 H 8.126 -6.576 2.847  0.4120
120 H 2.531 9.829 4.240  0.4500
121 C -7.017 -4.141 8.148  -1.7770
122 H -6.714 5.141 -1.223  0.2715
123 H 8.428 -3.163 -2.198  0.3234
124 H 2.380 8.694 5.439  0.5236
125 C -3.652 -2.096 7.884  1.4003
126 H 7.849 -2.588 -0.575  0.3974
127 H 9.568 -5.731 3.248  0.4627
128 C -7.401 5.942 -0.950  -1.6907
129 H -2.074 -2.602 9.335  0.3514
130 H 8.787 -7.586 0.560  0.3493
131 H -2.701 8.971 5.392  0.2938
132 H 6.716 -4.710 -1.458  0.4165
133 C -6.367 -2.159 9.777  -1.6026
134 C 7.641 5.499 -6.606  1.4708
135 H 0.858 -8.731 2.976  0.3271
136 H 6.676 2.396 -5.207  0.4128
137 H 8.296 -5.377 -1.681  0.2912
138 C -4.038 -7.008 2.952  -0.3477
139 C -0.006 -6.777 -7.224  -0.7551
140 C -8.871 3.067 -1.625  -0.7010
141 C 1.011 -0.301 -0.871  1.9614
142 H -7.108 2.704 1.736  0.4593
143 H 6.964 -4.545 0.951  0.3752
144 C 0.590 -5.034 -8.832  -0.6268
145 H -0.171 5.710 3.935  0.4292
146 C -2.649 8.086 4.759  -1.6609
147 H -7.611 -3.552 7.448  0.4525
148 C 4.493 4.860 -7.625  -1.5326
149 H -0.686 5.622 6.384  0.4584
150 H -2.640 -7.123 -3.939  0.3107
151 H 9.375 -1.403 0.327  0.4101
152 O 7.048 6.319 -8.829  -0.4642
153 C 1.830 9.537 5.021  -2.0736
154 H 1.675 -1.371 -4.149  0.3724
155 H -2.577 -0.303 8.651  0.4692
156 H -0.625 -0.256 -4.608  0.4617
157 H 2.695 0.955 -0.041  0.4679
158 C -0.378 -0.564 -3.592  -1.1713
159 H -1.094 10.167 3.174  0.2591
160 H -2.535 -2.039 -8.278  0.2600
161 H -0.293 -6.334 -4.989  0.3341
162 N -0.434 0.014 -1.157  0.1773
163 H -5.357 -4.719 1.957  0.2991
164 H 10.932 -3.388 -2.117  0.4469
165 H 0.224 6.775 1.782  0.4138
166 H -1.562 0.297 0.236  0.3532
167 H -3.479 -1.227 5.960  0.4237
168 H 1.573 0.320 -3.684  0.2988
169 H -9.539 7.697 -0.473  0.4295
170 H -0.320 -7.951 -5.442  0.4235
171 H -6.961 4.402 1.876  0.3501
172 C -4.496 -5.248 1.550  -0.8185
173 C 9.080 6.043 -6.755  -1.8185
174 C 6.572 3.325 -5.769  -0.6710
175 N 9.625 -4.208 0.937  0.3126
176 H 4.661 5.848 -7.198  0.3101
177 H -2.152 6.426 6.941  0.3802
178 H -7.056 6.308 0.017  0.3839
179 C 1.036 -9.104 0.208  -0.7676
180 H 0.688 -2.918 -8.206  0.3315
181 N -0.236 8.107 5.412  0.2512
182 H 1.079 -6.879 -7.244  0.4365
183 H 5.094 2.872 -9.556  0.4340
184 C -1.752 -2.094 -9.035  -0.7541
185 H -5.781 -2.448 6.125  0.3469
186 H 1.809 -1.810 0.505  0.3855
187 H -1.874 -1.694 6.464  0.3371
188 C -2.871 -3.156 8.839  -1.0243
189 C 8.426 -3.334 -1.122  -0.8856
190 H -4.123 0.011 7.948  0.3729
191 C 7.827 4.171 -5.764  -1.1287
192 H 0.339 2.104 -2.876  0.3178
193 C -0.707 1.813 -2.974  -1.6831
194 C -3.681 -3.707 10.075  -0.7521
195 H 6.704 3.431 -9.976  0.4279
196 H 6.621 7.438 -6.473  0.3579
197 O -0.993 0.897 -0.251  -0.4726
198 H -3.990 -0.589 9.511  0.3372
199 H 0.340 11.062 3.795  0.4124
200 H 1.346 -7.282 2.134  0.4379
201 C 6.184 2.989 -7.226  -1.4086
202 H -7.758 -4.490 8.867  0.3560
203 C 1.040 -1.038 0.460  -1.8944
204 H 5.916 6.074 -5.414  0.4274
205 H -2.873 -8.523 -4.930  0.2965
206 H 7.671 6.017 -9.495  0.3433
207 C -0.979 0.363 -2.495  1.3861
208 C 8.650 -5.637 2.668  -1.9602
209 C -3.569 -0.736 8.516  -1.8163
210 H 1.668 -5.182 -8.781  0.3818
211 C -2.868 -7.434 -4.959  -0.8067
212 C 8.929 -5.481 1.088  1.2786
213 H -1.043 10.567 4.771  0.4200
214 H -3.102 0.594 -1.717  0.3537
215 H -9.450 3.772 3.147  0.3936
216 H 9.262 6.964 -7.308  0.3736
217 H -9.772 7.091 -2.124  0.4295
218 H -2.449 -3.939 8.208  0.3748
219 C -3.009 -7.627 3.864  -1.0766
220 C -8.827 3.688 0.868  1.2858
221 H 8.073 -4.778 3.013  0.4034
222 C -0.727 -7.223 2.940  -0.4060
223 C -1.351 7.196 5.014  1.4456
224 C -7.318 3.628 1.198  -1.6593
225 N -0.052 -5.357 -7.556  -0.3077
226 H 10.301 -1.540 -1.130  0.3894
227 H -9.368 2.419 -2.347  0.4343
228 H -2.259 5.345 5.545  0.4125



| no. | total energy (a.u.) | E_LUMO (hartree) |
| --- | --- | --- |
| 1 | -2031.23357 | -0.233 |
| 2 | -3790.99186 | 0.005 |